1.
Here is a 7-piece molecular cluster, C31H66BrO23PSi overall at a distorted geometry from OMol25. Energies are from the ωB97M-V functional and the def2-TZVPD basis.

## Properties
total energy	-167520.32890	eV
E_LUMO	0.08	eV
SMILES	CCOCCOCCOC[Si@H](O)P(O)Br.CCOC(=O)OC.CCOC(=O)OC.CCOC(=O)OC.CCOC(=O)OC.CCOC(=O)OC.CCOC(=O)OC

Cartesian coordinates (Å):
C 3.39 4.80 -1.14
C 4.32 3.63 -1.55
O 4.18 2.51 -0.70
C 2.92 1.90 -0.94
C 2.77 0.51 -0.31
O 1.90 0.60 0.81
C 2.56 0.45 2.05
C 3.69 1.46 2.30
O 4.95 1.03 1.81
C 6.00 1.84 2.31
Si 7.60 0.81 2.13
O 7.45 -0.50 3.19
P 9.49 1.95 2.44
O 9.22 2.86 3.83
Br 9.63 3.43 0.73
H 2.40 4.56 -1.55
H 3.70 5.76 -1.56
H 3.29 4.80 -0.05
H 5.35 3.99 -1.42
H 4.17 3.36 -2.60
H 2.12 2.52 -0.51
H 2.72 1.88 -2.03
H 2.25 -0.12 -1.05
H 3.72 0.01 -0.10
H 2.89 -0.60 2.19
H 1.81 0.62 2.83
H 3.78 1.58 3.40
H 3.43 2.46 1.92
H 6.05 2.81 1.79
H 5.87 2.04 3.39
H 7.63 0.27 0.76
H 6.55 -0.81 3.05
H 8.30 3.15 3.80
C 0.77 -4.24 -5.88
C -0.44 -3.38 -5.56
O -0.78 -3.44 -4.17
C -0.01 -2.71 -3.36
O 0.91 -2.01 -3.69
O -0.43 -2.90 -2.11
C 0.36 -2.24 -1.12
H 0.61 -5.26 -5.53
H 0.95 -4.26 -6.95
H 1.66 -3.86 -5.38
H -1.31 -3.76 -6.10
H -0.29 -2.35 -5.87
H 0.47 -1.18 -1.35
H 1.34 -2.71 -1.05
H -0.15 -2.34 -0.17
C -2.80 7.11 -4.29
C -3.15 5.99 -3.33
O -2.88 4.70 -3.90
C -1.60 4.34 -3.90
O -0.68 4.97 -3.46
O -1.51 3.14 -4.48
C -0.17 2.68 -4.63
H -3.30 6.96 -5.25
H -3.09 8.07 -3.88
H -1.73 7.13 -4.49
H -4.22 6.01 -3.12
H -2.62 6.10 -2.38
H 0.36 2.70 -3.68
H 0.36 3.27 -5.38
H -0.21 1.65 -4.98
C 6.62 6.89 5.20
C 5.55 6.01 5.80
O 4.23 6.43 5.41
C 3.87 6.08 4.17
O 4.52 5.44 3.39
O 2.65 6.56 3.95
C 2.17 6.33 2.63
H 6.43 7.94 5.43
H 7.60 6.61 5.58
H 6.64 6.80 4.11
H 5.57 6.08 6.89
H 5.70 4.96 5.54
H 2.23 5.28 2.36
H 2.73 6.94 1.91
H 1.12 6.63 2.60
C -3.84 -3.42 -3.21
C -4.84 -4.33 -2.52
O -6.19 -4.00 -2.88
C -6.58 -4.43 -4.08
O -5.91 -5.07 -4.85
O -7.83 -4.02 -4.30
C -8.34 -4.35 -5.59
H -4.08 -2.38 -3.02
H -2.84 -3.63 -2.85
H -3.86 -3.57 -4.29
H -4.78 -4.18 -1.44
H -4.65 -5.38 -2.72
H -8.23 -5.41 -5.80
H -7.83 -3.76 -6.35
H -9.40 -4.09 -5.59
C 4.68 -3.70 4.34
C 3.79 -2.77 5.14
O 2.41 -3.15 5.03
C 2.05 -4.20 5.78
O 2.76 -4.81 6.53
O 0.76 -4.44 5.55
C 0.26 -5.59 6.23
H 4.34 -3.76 3.30
H 5.71 -3.34 4.35
H 4.66 -4.71 4.74
H 3.86 -1.76 4.74
H 4.09 -2.72 6.19
H 0.46 -5.54 7.30
H 0.69 -6.50 5.81
H -0.82 -5.61 6.08
C -8.26 -3.18 -0.82
C -9.54 -3.71 -1.43
O -10.02 -4.86 -0.70
C -10.64 -4.59 0.45
O -10.85 -3.50 0.90
O -11.00 -5.75 1.01
C -11.61 -5.61 2.29
H -7.51 -3.97 -0.74
H -7.85 -2.37 -1.43
H -8.43 -2.79 0.18
H -9.35 -4.06 -2.44
H -10.31 -2.95 -1.48
H -12.45 -4.91 2.25
H -10.88 -5.27 3.02
H -11.98 -6.59 2.57

***

2.
Here is a 3-piece molecular cluster, C31H66BrO5 overall at a distorted geometry from OMol25. Energies are from the ωB97M-V functional and the def2-TZVPD basis.

## Properties
total energy	-113494.86162	eV
E_LUMO	2.40	eV
charge	-1
energy relative to the best compared isomer or geometry (same formula, charge and spin)	0.0	kJ/mol

Cartesian coordinates (Å):
C 0.62 -3.32 2.82
C 1.66 -3.71 1.76
C 1.10 -3.77 0.33
C 1.91 -3.13 -0.82
C 3.42 -2.93 -0.60
C 3.76 -1.59 0.07
C 3.75 -0.41 -0.90
C 4.57 0.83 -0.50
C 3.73 1.86 0.27
C 3.00 1.24 1.47
C 2.17 2.24 2.27
C 1.56 1.63 3.55
C 0.07 1.93 3.76
C -0.84 0.71 3.48
C -2.31 1.05 3.13
C -2.81 0.77 1.72
C -2.83 -0.73 1.49
C -3.50 -1.22 0.19
C -4.18 -2.57 0.41
O -4.75 -3.16 -0.75
C -3.80 -3.69 -1.63
C -2.17 1.54 0.74
Br -0.37 0.69 -0.19
C -2.91 2.00 -0.53
C -2.35 3.27 -1.16
H 0.08 -4.19 3.21
H 1.09 -2.81 3.68
H -0.11 -2.61 2.42
H 2.04 -4.71 2.02
H 2.49 -3.00 1.82
H 0.94 -4.83 0.07
H 0.09 -3.32 0.33
H 1.77 -3.76 -1.71
H 1.47 -2.16 -1.09
H 3.91 -2.95 -1.59
H 3.84 -3.76 -0.03
H 2.98 -1.39 0.82
H 4.71 -1.64 0.63
H 4.06 -0.75 -1.90
H 2.71 -0.06 -0.97
H 5.45 0.54 0.11
H 4.97 1.29 -1.41
H 3.02 2.33 -0.41
H 4.38 2.66 0.66
H 3.75 0.76 2.12
H 2.30 0.46 1.13
H 1.36 2.60 1.63
H 2.79 3.11 2.54
H 1.67 0.53 3.51
H 2.15 1.96 4.42
H -0.11 2.23 4.80
H -0.24 2.80 3.15
H -0.39 0.06 2.72
H -0.83 0.12 4.41
H -2.45 2.13 3.35
H -2.98 0.53 3.83
H -3.39 -1.17 2.34
H -1.81 -1.17 1.53
H -4.25 -0.48 -0.15
H -2.75 -1.31 -0.61
H -5.01 -2.47 1.12
H -3.45 -3.29 0.84
H -3.06 -4.30 -1.09
H -4.33 -4.32 -2.35
H -3.26 -2.91 -2.18
H -1.79 2.45 1.24
H -2.91 1.20 -1.28
H -3.95 2.18 -0.21
H -1.28 3.15 -1.38
H -2.86 3.53 -2.10
H -2.46 4.12 -0.48
C 3.17 9.19 3.72
O 3.67 8.81 2.46
C 4.63 7.77 2.52
C 4.04 6.41 2.20
O 3.10 6.00 3.17
C 1.75 6.17 2.77
H 2.31 9.84 3.54
H 2.85 8.33 4.31
H 3.91 9.75 4.29
H 5.10 7.74 3.51
H 5.41 8.00 1.78
H 4.85 5.68 2.19
H 3.59 6.43 1.20
H 1.48 5.44 2.01
H 1.57 7.18 2.39
H 1.13 6.00 3.65
C -4.73 -4.06 -5.40
O -3.51 -4.76 -5.30
C -3.62 -6.16 -5.44
C -3.22 -6.62 -6.82
O -4.10 -6.14 -7.83
C -3.60 -5.02 -8.53
H -4.50 -3.00 -5.47
H -5.30 -4.36 -6.28
H -5.34 -4.22 -4.50
H -4.65 -6.48 -5.22
H -2.96 -6.62 -4.71
H -3.26 -7.72 -6.85
H -2.20 -6.31 -7.03
H -2.78 -5.30 -9.20
H -3.24 -4.25 -7.84
H -4.42 -4.62 -9.12

***

3.
Here is a 5-piece molecular cluster, C31H68BrN7O overall from OMol25. Energies are from the ωB97M-V functional and the def2-TZVPD basis.

## Properties
total energy	-115768.43811	eV
E_LUMO	-0.17	eV
SMILES	CC(=O)N(C)[C@H](C#N)[C@H](Br)C#N.CCN(CC)CC.CCN(CC)CC.CCN(CC)CC.CCN(CC)CC

Cartesian coordinates (Å):
C 0.44 1.51 0.83
C -0.51 0.34 0.95
O -0.15 -0.75 0.54
N -1.78 0.47 1.52
C -2.79 -0.46 1.01
C -2.24 1.77 1.94
C -3.26 1.61 2.99
N -4.12 1.34 3.70
C -2.75 2.75 0.80
Br -4.66 3.13 0.75
C -2.36 2.31 -0.52
N -2.08 1.92 -1.56
H 0.09 2.47 1.18
H 1.37 1.23 1.32
H 0.66 1.59 -0.24
H -3.02 -0.28 -0.04
H -2.41 -1.47 1.09
H -3.70 -0.39 1.59
H -1.42 2.29 2.43
H -2.29 3.72 0.97
C -11.06 6.82 -1.80
C -9.60 6.90 -1.38
N -9.26 5.96 -0.32
C -7.98 6.23 0.30
C -6.71 6.11 -0.56
C -9.55 4.57 -0.60
C -8.92 3.94 -1.85
H -11.72 6.91 -0.93
H -11.29 7.62 -2.49
H -11.29 5.88 -2.31
H -9.41 7.91 -0.99
H -8.96 6.79 -2.27
H -7.88 5.58 1.18
H -8.02 7.25 0.71
H -6.47 5.07 -0.78
H -5.86 6.53 -0.02
H -6.80 6.65 -1.50
H -10.63 4.46 -0.68
H -9.27 3.98 0.28
H -9.04 4.57 -2.73
H -9.41 2.99 -2.07
H -7.86 3.73 -1.72
C 2.43 -6.85 3.04
C 2.20 -5.34 3.03
N 3.37 -4.59 2.64
C 3.28 -3.17 2.92
C 2.21 -2.36 2.18
C 3.94 -4.95 1.35
C 3.05 -4.86 0.11
H 3.31 -7.10 3.64
H 1.56 -7.35 3.47
H 2.57 -7.25 2.04
H 1.94 -5.03 4.05
H 1.32 -5.12 2.41
H 4.26 -2.72 2.73
H 3.11 -3.06 3.99
H 2.46 -2.20 1.13
H 2.13 -1.37 2.63
H 1.23 -2.83 2.23
H 4.32 -5.98 1.42
H 4.83 -4.34 1.19
H 2.07 -5.33 0.27
H 3.52 -5.39 -0.72
H 2.88 -3.83 -0.21
C 10.47 -7.92 3.02
C 9.18 -7.69 3.78
N 8.87 -6.28 3.96
C 7.83 -6.03 4.94
C 6.42 -6.54 4.65
C 8.80 -5.49 2.74
C 7.81 -5.94 1.67
H 11.30 -7.37 3.47
H 10.72 -8.98 3.03
H 10.39 -7.62 1.97
H 9.28 -8.12 4.78
H 8.36 -8.24 3.29
H 7.78 -4.95 5.12
H 8.17 -6.47 5.89
H 5.91 -5.96 3.87
H 5.80 -6.46 5.55
H 6.42 -7.59 4.34
H 9.80 -5.46 2.29
H 8.59 -4.46 3.02
H 7.88 -7.01 1.46
H 8.02 -5.42 0.73
H 6.78 -5.71 1.94
C -1.49 5.08 -3.27
C -1.44 5.16 -4.79
N -0.10 4.95 -5.31
C 0.03 5.32 -6.71
C -0.77 4.52 -7.75
C 0.55 3.72 -4.91
C -0.16 2.40 -5.21
H -0.76 5.76 -2.82
H -2.48 5.36 -2.92
H -1.29 4.07 -2.91
H -1.76 6.15 -5.09
H -2.17 4.45 -5.20
H 1.09 5.28 -6.98
H -0.25 6.37 -6.80
H -0.36 3.52 -7.90
H -0.73 5.04 -8.71
H -1.82 4.43 -7.47
H 0.73 3.77 -3.83
H 1.55 3.71 -5.36
H -1.21 2.42 -4.92
H 0.31 1.59 -4.65
H -0.11 2.13 -6.27

***

4.
Here is C31H68Cu2N6O13 as an isolated structure at a distorted geometry from OMol25. Energies are from the ωB97M-V functional and the def2-TZVPD basis.

## Properties
total energy	-158078.83045	eV
⟨S²⟩	2.033
E_LUMO (spin up / spin down)	-0.59 / -2.47	eV
multiplicity	3
energy relative to the best compared isomer or geometry (same formula, charge and spin)	390.4	kJ/mol

Cartesian coordinates (Å):
Cu 0.00 -1.02 0.66
Cu -3.45 -0.11 3.06
C -1.42 1.09 1.78
O -0.57 1.21 0.86
O -2.57 1.54 1.89
O -1.43 -0.07 2.21
C -2.90 -3.72 -1.13
C -2.93 -2.87 -0.07
C -4.23 -2.61 0.70
O -4.35 -1.68 1.55
C -5.34 -3.30 0.48
C -5.38 -4.33 -0.60
C -4.10 -4.49 -1.53
O -4.25 -5.37 -2.40
O -6.36 -5.01 -0.91
O -1.76 -2.42 0.17
H -2.03 -3.80 -1.76
H -6.27 -2.99 0.93
C -0.82 3.79 -3.53
C 0.73 3.63 -3.49
C 1.39 5.02 -3.37
O 2.83 4.87 -3.61
C 3.58 6.03 -3.30
N 1.00 2.81 -2.31
H -1.22 4.28 -4.43
H -1.19 4.34 -2.67
H -1.23 2.78 -3.52
H 1.11 3.20 -4.42
H 1.20 5.56 -2.44
H 0.97 5.60 -4.19
H 4.65 5.94 -3.50
H 3.52 6.29 -2.25
H 3.19 6.81 -3.96
H 2.01 2.72 -2.21
H 0.67 3.33 -1.51
C 2.38 -2.68 4.04
C 1.51 -1.74 3.16
C 2.48 -0.76 2.35
O 1.94 -0.23 1.12
C 2.58 0.95 0.64
N 0.66 -2.48 2.27
H 2.72 -3.60 3.56
H 1.75 -3.06 4.85
H 3.23 -2.11 4.42
H 0.91 -1.12 3.82
H 3.37 -1.29 2.01
H 2.72 0.01 3.08
H 2.49 1.70 1.42
H 2.20 1.30 -0.32
H 3.63 0.71 0.47
H 1.29 -3.18 1.92
H 0.07 -3.07 2.85
C 0.39 -0.72 -3.97
C 0.44 -1.30 -2.57
C 1.77 -1.94 -2.13
O 1.63 -2.35 -0.74
C 2.80 -3.12 -0.36
N 0.09 -0.24 -1.61
H 1.26 -0.07 -4.02
H -0.49 -0.09 -4.09
H 0.38 -1.53 -4.70
H -0.26 -2.13 -2.50
H 2.64 -1.30 -2.24
H 1.92 -2.79 -2.79
H 3.33 -3.69 -1.13
H 2.63 -3.88 0.40
H 3.58 -2.45 0.01
H 0.45 0.69 -1.81
H -0.88 -0.02 -1.78
C 1.10 6.19 0.59
C 1.16 4.64 0.71
C 1.44 4.13 2.14
O 2.71 4.47 2.61
C 2.99 3.99 3.89
N -0.14 4.12 0.24
H 0.90 6.42 -0.45
H 2.01 6.71 0.90
H 0.26 6.60 1.15
H 1.89 4.36 -0.06
H 1.27 3.06 2.27
H 0.69 4.58 2.79
H 4.03 4.20 4.11
H 2.91 2.91 4.00
H 2.46 4.52 4.69
H -0.79 4.42 0.96
H -0.16 3.11 0.29
C -4.76 0.57 -1.42
C -3.73 1.61 -1.84
C -4.16 3.00 -1.31
O -5.41 3.45 -1.83
C -5.81 4.73 -1.36
N -2.40 1.24 -1.39
H -5.76 0.87 -1.73
H -4.75 0.47 -0.33
H -4.55 -0.44 -1.77
H -3.74 1.65 -2.93
H -3.41 3.77 -1.49
H -4.25 2.99 -0.22
H -6.66 4.99 -2.00
H -5.08 5.50 -1.61
H -6.00 4.84 -0.29
H -2.43 1.26 -0.38
H -1.74 1.96 -1.65
C 2.74 -6.69 4.13
C 2.07 -7.25 2.91
C 1.27 -6.21 2.10
O 0.90 -6.72 0.83
C 0.20 -5.72 0.07
N 3.12 -7.72 2.02
H 3.54 -7.33 4.50
H 2.05 -6.72 4.97
H 3.22 -5.72 3.96
H 1.43 -8.10 3.10
H 1.88 -5.31 2.02
H 0.33 -5.93 2.59
H -0.82 -5.49 0.36
H 0.20 -6.11 -0.95
H 0.66 -4.73 0.10
H 3.86 -7.04 2.01
H 2.63 -7.50 1.17